[1]
# C3H10N2O

2 unconnected molecules or ions with the total composition C3H10N2O in a non-equilibrium geometry (the ωB97M-V functional and the def2-TZVPD basis, the OMol25 dataset).

Each atom is followed by the atoms it is bonded to, with distances in Å.
Positions of all 16 atoms, in Å:
1 C -1.932 0.199 0.442  C2 1.389, N3 1.346, H4 1.091
2 C -2.439 -0.845 -0.322  C1 1.389, H5 1.078, H6 1.087
3 N -1.364 1.354 0.048  C1 1.346, H8 1.031, H9 1.017
4 H -1.946 0.087 1.526  C1 1.091
5 H -2.934 -1.692 0.125  C2 1.078
6 H -2.331 -0.766 -1.401  C2 1.087
7 H 2.375 1.741 0.390  O12 0.955
8 H -0.425 1.452 0.462  N3 1.031
9 H -1.492 1.470 -0.955  N3 1.017
10 N 1.560 -1.258 0.206  C11 1.413, H13 1.006, H14 1.006
11 C 2.054 -0.059 -0.356  N10 1.413, O12 1.465, H15 1.088, H16 1.094
12 O 1.630 1.145 0.363  H7 0.955, C11 1.465
13 H 1.938 -1.562 1.087  N10 1.006
14 H 0.554 -1.236 0.191  N10 1.006
15 H 3.137 -0.078 -0.456  C11 1.088
16 H 1.614 0.048 -1.351  C11 1.094

Its multiplicity is 2. The total charge is +1.



[2]
# C5H9N

C5H9N in the gas phase in a non-equilibrium geometry (the ωB97M-V functional and the def2-TZVPD basis, the OMol25 dataset).

Each atom is followed by the atoms it is bonded to, with distances in Å.
Positions of all 15 atoms, in Å:
1 C -0.043 -1.127 1.143  C2 1.530, H7 1.094, H8 1.096, H9 1.098
2 C 0.466 -0.458 -0.136  C1 1.530, C3 1.500, C4 1.551, H10 1.090
3 C -0.656 -0.203 -1.099  C2 1.500, N6 1.698, H11 1.118, H12 1.102
4 C 1.046 0.948 0.171  C2 1.551, C5 1.528, H14 1.101, H15 1.096
5 C -0.104 1.955 0.165  C4 1.528, N6 1.295
6 N -1.016 1.356 -0.532  C3 1.698, C5 1.295, H13 0.983
7 H 0.772 -1.237 1.866  C1 1.094
8 H -0.456 -2.121 0.941  C1 1.096
9 H -0.831 -0.525 1.614  C1 1.098
10 H 1.259 -1.054 -0.588  C2 1.090
11 H -1.481 -0.956 -1.041  C3 1.118
12 H -0.361 -0.124 -2.158  C3 1.102
13 H -1.952 1.319 -0.830  N6 0.983
14 H 1.738 1.271 -0.622  C4 1.101
15 H 1.618 0.955 1.106  C4 1.096

The total charge is 0.



[3]
# C8H24Cl4N2O

6 unconnected molecules or ions with the total composition C8H24Cl4N2O in a non-equilibrium geometry (the ωB97M-V functional and the def2-TZVPD basis, the OMol25 dataset).

Each atom is followed by the atoms it is bonded to, with distances in Å.
Positions of all 39 atoms, in Å:
1 N -0.853 -2.759 2.467  H2 1.042, H3 1.050, H4 1.057, H5 1.037
2 H -1.236 -3.282 3.282  N1 1.042
3 H -1.220 -2.944 1.500  N1 1.050
4 H 0.152 -3.076 2.378  N1 1.057
5 H -0.777 -1.738 2.630  N1 1.037
6 C -1.275 0.175 -2.658  C7 1.521, H16 1.092, H17 1.099, H18 1.084
7 C -0.452 1.167 -1.852  C6 1.521, N8 1.494, H19 1.092, H20 1.083
8 N -0.268 0.793 -0.418  C7 1.494, C9 1.488, C10 1.495, C12 1.533
9 C 0.242 2.008 0.273  N8 1.488, H21 1.083, H22 1.082, H23 1.100
10 C -1.541 0.388 0.253  N8 1.495, C11 1.523, H24 1.091, H25 1.093
11 C -2.683 1.390 0.148  C10 1.523, H26 1.097, H27 1.090, H28 1.095
12 C 0.758 -0.344 -0.339  N8 1.533, C13 1.475, H29 1.088, H30 1.090
13 C 2.181 0.042 -0.399  C12 1.475, O14 1.412, H31 1.108, H32 1.098
14 O 2.533 0.854 -1.499  C13 1.412, C15 1.418
15 C 3.903 1.220 -1.502  O14 1.418, H33 1.089, H34 1.096, H35 1.097
16 H -0.865 -0.837 -2.696  C6 1.092
17 H -1.205 0.431 -3.724  C6 1.099
18 H -2.309 0.275 -2.347  C6 1.084
19 H -1.051 2.075 -1.761  C7 1.092
20 H 0.524 1.409 -2.254  C7 1.083
21 H -0.522 2.776 0.272  C9 1.083
22 H 1.185 2.289 -0.179  C9 1.082
23 H 0.409 1.688 1.313  C9 1.100
24 H -1.307 0.228 1.306  C10 1.091
25 H -1.865 -0.508 -0.283  C10 1.093
26 H -2.577 2.306 0.743  C11 1.097
27 H -3.582 0.912 0.538  C11 1.090
28 H -2.890 1.755 -0.863  C11 1.095
29 H 0.380 -0.990 -1.129  C12 1.088
30 H 0.485 -0.776 0.623  C12 1.090
31 H 2.672 -0.951 -0.418  C13 1.108
32 H 2.565 0.446 0.546  C13 1.098
33 H 4.318 1.387 -0.509  C15 1.089
34 H 3.960 2.142 -2.091  C15 1.096
35 H 4.465 0.480 -2.086  C15 1.097
36 Cl 0.211 0.286 3.395  no bonds
37 Cl -2.846 -2.987 5.040  no bonds
38 Cl 1.906 -4.596 2.951  no bonds
39 Cl -1.525 -3.135 -0.652  no bonds

The total charge is -2.



[4]
# C14H16

2 unconnected molecules or ions with the total composition C14H16 in a non-equilibrium geometry (the ωB97M-V functional and the def2-TZVPD basis, the OMol25 dataset).

Each atom is followed by the atoms it is bonded to, with distances in Å.
Positions of all 30 atoms, in Å:
1 C -1.406 0.690 3.185  C2 1.514, H8 1.087, H9 1.091, H10 1.091
2 C -1.795 0.622 1.723  C1 1.514, C3 1.371, C7 1.404
3 C -1.361 -0.335 0.842  C2 1.371, C4 1.406, H11 1.086
4 C -1.727 -0.297 -0.515  C3 1.406, C5 1.385, H12 1.081
5 C -2.562 0.717 -0.954  C4 1.385, C6 1.408, H13 1.077
6 C -3.066 1.680 -0.060  C5 1.408, C7 1.375, H14 1.080
7 C -2.568 1.682 1.223  C2 1.404, C6 1.375, H15 1.086
8 H -0.529 0.066 3.337  C1 1.087
9 H -2.230 0.421 3.848  C1 1.091
10 H -1.251 1.743 3.423  C1 1.091
11 H -0.885 -1.249 1.184  C3 1.086
12 H -1.425 -0.971 -1.305  C4 1.081
13 H -2.830 0.837 -1.991  C5 1.077
14 H -3.746 2.424 -0.447  C6 1.080
15 H -2.743 2.544 1.860  C7 1.086
16 C 2.210 -1.877 0.811  C17 1.483, H23 1.100, H24 1.095, H25 1.090
17 C 2.105 -1.061 -0.423  C16 1.483, C18 1.432, C22 1.387
18 C 1.733 -1.736 -1.630  C17 1.432, C19 1.368, H26 1.081
19 C 1.601 -1.020 -2.788  C18 1.368, C20 1.395, H27 1.088
20 C 1.767 0.364 -2.805  C19 1.395, C21 1.374, H28 1.082
21 C 2.202 1.000 -1.667  C20 1.374, C22 1.397, H29 1.084
22 C 2.311 0.310 -0.457  C17 1.387, C21 1.397, H30 1.084
23 H 1.459 -1.591 1.563  C16 1.100
24 H 3.140 -1.731 1.370  C16 1.095
25 H 2.103 -2.960 0.747  C16 1.090
26 H 1.602 -2.793 -1.443  C18 1.081
27 H 1.454 -1.394 -3.800  C19 1.088
28 H 1.592 1.020 -3.648  C20 1.082
29 H 2.395 2.067 -1.666  C21 1.084
30 H 2.450 0.829 0.485  C22 1.084

The total charge is 0. The structure (SMILES) is Cc1ccccc1.Cc1ccccc1.



Relative energy (zero: lowest compared OMol25 entry of this formula, charge and spin) values, unit kcal per mole, following the record order: 44.80, 62.24, 0.00, 17.44.